(1)
ORCA calculation (ωB97M-V/def2-TZVPD) on C8H23KO4 as an isolated structure in a non-equilibrium geometry.

```
36
Properties=species:S:1:pos:R:3:mulliken_charge:R:1
K -0.827 0.648 -0.315 0.83
C -3.888 2.078 -1.743 -0.61
C -2.775 2.798 -2.540 -0.47
O -1.661 3.188 -1.819 -0.86
H -4.575 2.706 -1.175 0.26
H -3.539 1.327 -1.035 0.00
H -4.398 1.531 -2.535 0.28
H -3.330 3.693 -2.821 0.26
H -2.416 2.382 -3.481 0.24
C 3.682 1.567 0.362 -1.16
C 2.677 1.880 1.477 0.66
O 1.538 2.437 0.848 -0.49
H 3.168 0.915 -0.344 0.25
H 4.488 0.997 0.824 0.34
H 3.993 2.460 -0.180 0.35
H 3.107 2.502 2.261 0.32
H 2.324 0.915 1.840 -0.47
H 0.799 2.318 1.448 0.25
C -0.323 -3.106 -0.731 -0.87
C -1.168 -2.695 -1.978 -0.41
O -1.342 -1.246 -2.107 -0.40
H -0.588 -4.124 -0.447 0.35
H -0.530 -2.487 0.143 0.12
H 0.758 -3.089 -0.871 0.33
H -2.175 -3.100 -1.883 0.33
H -0.853 -3.166 -2.909 0.35
H -1.868 -1.150 -2.904 0.22
C 1.691 -2.069 2.141 -0.72
C 0.774 -1.102 2.986 -0.43
O -0.002 -0.338 2.064 -0.42
H 2.336 -2.778 2.662 0.39
H 2.429 -1.410 1.683 0.15
H 1.267 -2.664 1.332 0.09
H 1.369 -0.568 3.727 0.38
H 0.065 -1.740 3.515 0.35
H -0.207 0.491 2.503 0.24
```

multiplicity	1
LUMO energy	-0.01360	Eh
E	-33181.049	eV

(2)
ORCA calculation (ωB97M-V/def2-TZVPD) on C8H23NO5Ti as an isolated structure in a non-equilibrium geometry.

```
38
Properties=species:S:1:pos:R:3:mulliken_charge:R:1
Ti 0.158 0.531 0.220 0.34
C -1.266 1.009 -2.999 -0.83
O -1.579 1.094 -1.631 -0.16
C -2.772 0.374 -1.316 -0.66
C -2.794 0.098 0.171 -0.65
N -1.764 -0.891 0.508 -0.29
C -1.622 -1.085 1.974 -0.84
C -0.337 -1.769 2.323 -0.45
O 0.756 -0.896 2.017 -0.08
C 1.988 -1.458 2.425 -0.80
H -0.352 1.575 -3.166 0.23
H -2.075 1.408 -3.620 0.32
H -1.072 -0.031 -3.305 0.33
H -2.763 -0.583 -1.858 0.39
H -3.647 0.943 -1.643 0.41
H -3.804 -0.241 0.442 0.47
H -2.574 1.020 0.712 0.32
H -2.053 -1.772 0.096 0.23
H -2.489 -1.639 2.371 0.47
H -1.722 -0.109 2.452 0.31
H -0.218 -2.708 1.769 0.36
H -0.313 -1.993 3.395 0.44
H 2.119 -2.459 1.997 0.34
H 2.037 -1.512 3.515 0.32
H 2.787 -0.828 2.045 0.18
C 2.794 -0.299 -1.626 -0.34
C 3.074 0.870 -0.719 -0.42
O 2.006 1.816 -0.707 -0.41
O 1.728 -1.088 -1.090 -0.29
H 3.707 -0.899 -1.719 0.43
H 2.534 0.058 -2.629 0.26
H 4.031 1.327 -0.993 0.46
H 3.200 0.539 0.315 0.00
H 2.173 2.558 -1.294 0.28
H 1.771 -1.954 -1.505 0.24
O -0.462 2.628 0.954 -0.40
H -0.805 2.997 1.771 0.25
H -0.375 3.369 0.346 0.26
```

multiplicity	4
total charge	+1
LUMO energy (alpha / beta)	-0.08682 / -0.09113	Eh
E	-43503.792	eV